Entry from OMol25: a structure of composition C35H31BeN4O5S2 (ωB97M-V with the def2-TZVPD basis set).

Geometry (Å):
Be1 -0.54 0.75 -0.10
O1 1.44 6.85 -1.63
C1 0.27 6.50 -1.41
O2 -0.78 7.15 -1.27
C2 0.10 4.97 -1.18
C3 -1.16 4.45 -0.87
C4 -1.27 3.09 -0.69
N1 -0.21 2.28 -0.77
C5 0.97 2.74 -1.16
C6 1.17 4.10 -1.36
C7 1.90 1.64 -1.51
C8 3.24 1.83 -1.80
C9 3.98 0.74 -2.24
C10 3.35 -0.48 -2.39
C11 2.01 -0.59 -2.05
N2 1.30 0.45 -1.62
C12 -2.51 2.28 -0.54
C13 -3.79 2.79 -0.53
C14 -4.85 1.90 -0.58
C15 -4.60 0.54 -0.66
C16 -3.28 0.10 -0.64
N3 -2.26 0.95 -0.55
H1 -1.99 5.13 -0.82
H2 2.11 4.52 -1.69
H3 3.70 2.80 -1.67
H4 5.03 0.86 -2.47
H5 3.89 -1.35 -2.74
H6 1.49 -1.53 -2.13
H7 -3.95 3.86 -0.50
H8 -5.87 2.27 -0.57
H9 -5.40 -0.18 -0.74
H10 -3.00 -0.94 -0.70
O3 1.99 -5.96 -0.35
S1 0.58 -5.96 -0.66
O4 -0.09 -7.23 -0.65
N4 -0.21 -4.86 0.26
C17 -0.70 -3.88 -0.46
S2 -1.51 -2.54 0.14
C18 -0.41 -4.00 -1.94
C19 -0.75 -3.14 -2.97
C20 -0.35 -3.46 -4.26
C21 0.39 -4.62 -4.51
C22 0.73 -5.48 -3.48
C23 0.32 -5.14 -2.21
H11 -1.31 -2.24 -2.74
H12 -0.60 -2.80 -5.08
H13 0.69 -4.84 -5.53
H14 1.30 -6.38 -3.66
C24 1.90 -2.14 0.66
C25 2.41 -1.12 1.67
C26 3.02 0.12 1.02
C27 1.38 -0.75 2.73
C28 1.62 -1.16 4.04
C29 0.81 -0.79 5.09
C30 -0.26 0.05 4.83
C31 -0.55 0.49 3.54
C32 -1.73 1.41 3.37
C33 -1.41 2.69 2.60
C34 -2.94 0.66 2.80
C35 0.24 0.04 2.47
O5 -0.04 0.46 1.24
H15 2.70 -2.43 -0.02
H16 1.06 -1.76 0.09
H17 1.55 -3.04 1.17
H18 3.21 -1.62 2.22
H19 2.25 0.73 0.53
H20 3.77 -0.16 0.28
H21 3.49 0.75 1.78
H22 2.49 -1.79 4.22
H23 1.01 -1.13 6.10
H24 -0.89 0.39 5.64
H25 -2.01 1.73 4.38
H26 -1.04 2.49 1.59
H27 -0.63 3.26 3.11
H28 -2.29 3.33 2.52
H29 -2.69 0.18 1.86
H30 -3.79 1.33 2.65
H31 -3.24 -0.13 3.49

Properties
- DFT total energy: -75074.513 eV
- Net charge: -1
- Frontier orbital gap: 0.2420 hartree



Entry from OMol25: a cluster of 5 separate species, H10O5 in total (ωB97M-V with the def2-TZVPD basis set).

Geometry (Å):
O1 -1.79 -1.79 1.64
H1 -2.52 -1.70 1.03
H2 -2.19 -2.07 2.46
O2 1.64 -0.55 -4.37
H3 2.56 -0.35 -4.53
H4 1.58 -0.71 -3.43
O3 -2.15 4.31 2.09
H5 -2.67 3.58 2.44
H6 -1.28 3.94 1.95
O4 1.53 -3.00 -0.24
H7 0.85 -2.56 0.27
H8 2.19 -3.27 0.40
O5 0.58 1.63 0.36
H9 0.21 0.83 0.00
H10 1.44 1.71 -0.06

Properties
- DFT total energy: -10399.505 eV
- SMILES string: O.O.O.O.O
- Net charge: 0
- Frontier orbital gap: 0.4253 hartree



Entry from OMol25: the ion C5H8BrN2 with charge +1 in a non-equilibrium geometry (ωB97M-V with the def2-TZVPD basis set).

Geometry (Å):
C1 -0.74 -1.10 -1.30
C2 -0.76 -1.82 -0.04
C3 -0.12 0.09 -1.35
C4 -0.48 -1.21 1.12
C5 0.48 0.80 -0.22
N1 0.68 2.16 0.01
N2 -0.16 0.23 1.09
Br1 2.42 -0.18 0.02
H1 -1.07 -1.43 -2.29
H2 -1.10 -2.83 -0.13
H3 0.02 0.59 -2.33
H4 -0.44 -1.65 2.13
H5 1.24 2.38 0.75
H6 0.86 2.79 -0.76
H7 -1.17 0.59 1.37
H8 0.34 0.58 1.93

Properties
- DFT total energy: -78328.788 eV
- SMILES string: N[C@]1(Br)C=CC=C[NH2+]1
- Net charge: +1
- Frontier orbital gap: 0.3232 hartree